Entry 1:
{"formula": "C22H17N4O7RuS3", "method": "ωB97M-V with the def2-TZVPD basis set", "symbols": ["Ru", "O", "N", "C", "C", "C", "C", "C", "S", "H", "H", "H", "H", "O", "C", "C", "C", "C", "C", "C", "C", "O", "N", "O", "O", "H", "H", "H", "H", "O", "C", "C", "C", "C", "C", "C", "C", "O", "N", "N", "C", "S", "C", "C", "S", "H", "H", "H", "H", "H", "H", "H", "H", "H"], "positions_angstrom": [[-0.471, -0.688, 1.564], [-2.273, 0.434, 2.336], [-1.922, 0.875, 3.540], [-2.288, 2.123, 3.895], [-1.970, 2.628, 5.127], [-1.244, 1.838, 6.015], [-0.870, 0.569, 5.633], [-1.219, 0.066, 4.377], [-0.821, -1.531, 3.833], [-2.834, 2.663, 3.138], [-2.278, 3.632, 5.380], [-0.970, 2.218, 6.991], [-0.294, -0.074, 6.283], [1.791, -0.630, 1.718], [2.566, -0.022, 0.977], [2.294, 1.202, 0.291], [3.330, 1.779, -0.453], [3.122, 2.946, -1.128], [1.863, 3.573, -1.109], [0.838, 3.027, -0.394], [1.014, 1.833, 0.367], [0.044, 1.387, 1.077], [4.219, 3.552, -1.879], [3.989, 4.586, -2.482], [5.312, 3.017, -1.834], [3.567, -0.449, 0.821], [4.303, 1.305, -0.495], [1.731, 4.482, -1.678], [-0.143, 3.485, -0.367], [-0.531, -3.043, -3.656], [0.119, -3.913, -2.873], [0.686, -5.026, -3.493], [1.353, -5.978, -2.752], [1.478, -5.845, -1.370], [0.933, -4.740, -0.750], [0.250, -3.758, -1.478], [-0.272, -2.584, -0.740], [-0.029, -2.501, 0.527], [-0.960, -1.688, -1.402], [-1.407, -0.655, -0.591], [-1.972, 0.294, -1.252], [-2.679, 1.727, -0.548], [-3.602, 2.154, -2.050], [-2.709, 1.849, -3.231], [-2.071, 0.170, -3.002], [-0.865, -2.322, -3.070], [0.583, -5.119, -4.567], [1.785, -6.836, -3.254], [1.998, -6.597, -0.789], [1.021, -4.601, 0.319], [-3.854, 3.213, -1.984], [-4.514, 1.562, -2.078], [-1.870, 2.540, -3.284], [-3.255, 1.869, -4.174]], "forces_ev_per_a": [[-0.086, 0.162, -0.518], [0.368, -0.008, 0.041], [-0.168, -0.036, -0.063], [-0.050, 0.078, -0.032], [-0.024, 0.077, -0.004], [0.046, -0.099, 0.013], [-0.014, 0.061, 0.086], [-0.028, -0.228, -0.057], [0.146, 0.155, 0.112], [0.004, -0.046, -0.053], [0.006, -0.038, -0.015], [-0.001, -0.026, -0.032], [-0.025, 0.015, 0.004], [0.045, -0.246, -0.044], [-0.004, -0.015, 0.119], [-0.192, 0.017, -0.062], [0.172, -0.076, -0.063], [-0.092, 0.034, -0.056], [0.081, 0.000, -0.111], [-0.065, 0.040, 0.124], [0.078, 0.039, -0.061], [-0.137, -0.252, 0.075], [0.131, 0.216, 0.151], [-0.071, -0.126, -0.018], [-0.142, -0.081, -0.040], [0.069, 0.029, 0.101], [-0.024, -0.001, 0.007], [-0.014, 0.009, 0.021], [0.063, 0.017, -0.001], [-0.148, 0.372, 0.130], [0.068, -0.147, 0.218], [0.001, -0.037, -0.040], [0.043, -0.048, 0.038], [-0.011, 0.002, 0.012], [-0.015, 0.040, -0.074], [0.084, 0.029, 0.077], [-0.119, -0.158, 0.094], [-0.052, 0.291, -0.006], [0.100, -0.077, 0.018], [-0.094, 0.343, 0.157], [0.129, -0.312, -0.238], [0.073, -0.055, 0.141], [0.030, 0.016, 0.080], [0.003, -0.060, -0.045], [-0.073, 0.100, -0.010], [0.020, -0.091, -0.152], [-0.012, 0.014, 0.049], [-0.019, 0.026, 0.019], [-0.012, 0.028, -0.023], [0.011, -0.012, -0.020], [0.002, -0.011, -0.005], [-0.056, 0.017, -0.056], [-0.015, 0.049, -0.006], [-0.012, 0.010, 0.016]], "orbital_gap_ev": [7.70, 6.55], "de_lowest_kj_mol": 22.5, "multiplicity": 6, "charge": 0}

---

Entry 2:
{"formula": "C22H18AgClN4OS", "method": "ωB97M-V with the def2-TZVPD basis set", "symbols": ["Ag", "Cl", "C", "C", "C", "C", "O", "C", "C", "N", "C", "C", "C", "C", "C", "C", "C", "C", "N", "C", "C", "H", "H", "H", "H", "H", "H", "H", "H", "H", "H", "S", "C", "C", "N", "C", "H", "H", "H", "C", "C", "C", "N", "H", "H", "H", "H", "H"], "positions_angstrom": [[-0.086, -0.756, 0.492], [6.544, 2.709, 0.426], [5.174, 1.661, 0.137], [5.390, 0.305, -0.170], [4.333, -0.527, -0.397], [2.964, -0.087, -0.338], [2.021, -0.910, -0.546], [2.783, 1.313, -0.048], [1.515, 1.980, 0.019], [0.345, 1.474, -0.171], [-0.759, 2.335, -0.179], [-0.738, 3.581, -0.752], [-1.879, 4.414, -0.762], [-3.053, 3.997, -0.214], [-3.132, 2.702, 0.358], [-4.325, 2.202, 0.933], [-4.352, 0.949, 1.462], [-3.173, 0.175, 1.407], [-2.054, 0.603, 0.890], [-2.000, 1.863, 0.370], [3.904, 2.143, 0.193], [6.405, -0.068, -0.224], [4.504, -1.568, -0.641], [1.579, 3.048, 0.269], [0.173, 3.920, -1.229], [-1.811, 5.393, -1.219], [-3.930, 4.631, -0.215], [-5.208, 2.830, 0.941], [-5.247, 0.540, 1.911], [-3.164, -0.838, 1.800], [3.740, 3.190, 0.424], [-4.211, -2.686, -0.997], [-3.542, -1.586, -2.121], [-2.208, -1.476, -1.910], [-1.707, -2.237, -0.876], [-2.661, -2.917, -0.314], [-4.147, -1.091, -2.861], [-1.532, -0.846, -2.470], [-2.511, -3.566, 0.537], [2.725, -4.136, 0.275], [1.306, -4.507, 0.712], [0.669, -3.413, 1.453], [0.182, -2.500, 1.954], [3.130, -4.934, -0.345], [3.377, -4.001, 1.138], [2.699, -3.204, -0.290], [1.289, -5.396, 1.344], [0.676, -4.706, -0.156]], "forces_ev_per_a": [[0.027, 0.211, -0.188], [-0.053, -0.047, -0.007], [0.096, -0.063, -0.017], [0.050, 0.031, 0.011], [-0.061, 0.010, 0.021], [0.051, 0.087, -0.044], [-0.025, -0.045, 0.019], [-0.120, 0.115, 0.050], [0.187, -0.039, -0.013], [-0.305, 0.095, -0.047], [0.072, -0.269, 0.083], [-0.050, 0.217, -0.084], [0.166, -0.039, -0.034], [-0.040, -0.087, 0.049], [-0.130, 0.078, 0.006], [0.004, 0.119, -0.057], [0.062, -0.132, 0.027], [-0.100, -0.012, 0.016], [0.099, 0.182, -0.059], [0.083, -0.184, 0.029], [-0.061, 0.024, 0.014], [-0.012, -0.001, -0.008], [-0.009, -0.002, 0.007], [0.033, -0.018, -0.001], [-0.023, 0.026, -0.005], [0.016, -0.008, 0.000], [-0.002, -0.014, 0.005], [0.018, 0.005, -0.001], [0.009, -0.006, -0.006], [-0.010, 0.022, 0.017], [-0.005, -0.010, -0.011], [-0.093, -0.019, 0.032], [-0.014, -0.019, 0.000], [0.164, -0.030, 0.088], [-0.133, 0.093, -0.117], [0.060, 0.030, 0.025], [0.013, -0.001, -0.002], [0.003, -0.007, 0.008], [0.017, -0.002, -0.026], [-0.040, 0.029, -0.006], [-0.064, 0.084, 0.185], [0.147, -0.087, -0.282], [-0.056, -0.317, 0.343], [0.014, 0.001, -0.003], [-0.014, 0.010, 0.002], [0.031, 0.004, -0.003], [0.024, -0.027, -0.012], [-0.025, 0.014, -0.005]], "orbital_gap_ev": 6.74, "de_lowest_kj_mol": 0.0, "charge": 0}

---

Entry 3:
{"formula": "C22H18Br39FI2N2S", "method": "ωB97M-V with the def2-TZVPD basis set", "symbols": ["C", "C", "I", "C", "I", "C", "C", "C", "C", "F", "C", "N", "S", "N", "C", "H", "H", "H", "H", "H", "C", "Br", "Br", "Br", "H", "C", "Br", "Br", "Br", "H", "C", "Br", "Br", "Br", "H", "C", "Br", "Br", "Br", "H", "C", "Br", "Br", "Br", "H", "C", "Br", "Br", "Br", "H", "C", "Br", "Br", "Br", "H", "C", "Br", "Br", "Br", "H", "C", "Br", "Br", "Br", "H", "C", "Br", "Br", "Br", "H", "C", "Br", "Br", "Br", "H", "C", "Br", "Br", "Br", "H", "C", "Br", "Br", "Br", "H"], "positions_angstrom": [[1.635, 1.163, 1.115], [0.198, 1.198, 1.541], [-0.131, 0.905, 3.602], [-0.829, 1.418, 0.730], [-0.544, 1.741, -1.310], [-2.219, 1.492, 1.213], [-2.939, 0.379, 1.515], [-4.254, 0.480, 2.033], [-4.822, 1.684, 2.262], [-6.042, 1.799, 2.780], [-4.113, 2.860, 1.924], [-4.478, 4.138, 2.069], [-3.300, 5.059, 1.566], [-2.211, 3.950, 1.125], [-2.798, 2.786, 1.388], [2.270, 0.955, 1.969], [1.826, 0.406, 0.363], [1.911, 2.155, 0.769], [-2.490, -0.590, 1.378], [-4.787, -0.424, 2.279], [2.929, -0.872, 6.444], [3.900, -1.726, 7.869], [2.867, 1.034, 6.676], [3.625, -1.354, 4.720], [1.910, -1.227, 6.494], [-1.196, -0.742, -5.257], [-0.777, 1.132, -5.128], [-0.284, -1.587, -6.726], [-0.851, -1.663, -3.606], [-2.255, -0.815, -5.458], [-3.230, 1.233, -8.696], [-3.767, -0.477, -7.989], [-3.994, 2.684, -7.695], [-1.321, 1.400, -8.824], [-3.626, 1.294, -9.699], [1.605, -4.788, -2.321], [1.165, -6.555, -1.705], [0.880, -3.430, -1.168], [3.495, -4.563, -2.581], [1.136, -4.661, -3.286], [5.052, -7.259, 1.171], [4.515, -8.934, 1.942], [4.129, -5.779, 1.975], [6.962, -7.030, 1.220], [4.762, -7.284, 0.130], [8.150, -2.831, 7.080], [6.868, -3.459, 5.790], [7.671, -1.103, 7.778], [8.421, -4.110, 8.490], [9.092, -2.718, 6.565], [-5.863, 3.546, -2.148], [-7.273, 2.241, -2.192], [-6.549, 5.325, -1.889], [-4.534, 3.116, -0.822], [-5.386, 3.527, -3.116], [-0.074, 6.769, 4.262], [-0.756, 7.373, 2.569], [0.042, 4.843, 4.303], [1.585, 7.643, 4.680], [-0.788, 7.060, 5.018], [1.376, -4.724, 4.959], [3.105, -4.793, 5.797], [1.437, -3.818, 3.261], [0.597, -6.473, 4.795], [0.730, -4.146, 5.602], [-7.905, 3.911, -5.789], [-8.604, 4.714, -7.389], [-7.859, 1.995, -5.915], [-6.175, 4.628, -5.345], [-8.572, 4.168, -4.980], [0.008, 4.942, -11.269], [0.340, 5.153, -9.387], [0.628, 3.244, -11.927], [-1.843, 5.234, -11.697], [0.579, 5.704, -11.778], [2.428, -10.521, -2.396], [1.926, -9.748, -4.084], [2.460, -12.441, -2.472], [4.097, -9.812, -1.760], [1.670, -10.242, -1.680], [3.909, 4.733, 7.716], [3.728, 6.088, 9.069], [2.310, 4.577, 6.654], [5.454, 5.028, 6.611], [4.056, 3.792, 8.225]], "forces_ev_per_a": [[0.057, 0.136, 0.733], [0.233, -0.156, -0.413], [0.033, 0.092, -0.022], [-0.099, -0.139, 0.677], [0.016, -0.030, -0.066], [0.476, 0.129, -0.609], [-0.013, 0.609, -0.131], [-0.204, -0.314, 0.210], [0.069, -0.011, -0.118], [-0.137, 0.004, 0.028], [0.561, 1.227, 0.591], [-0.914, -0.073, 0.693], [0.440, -0.133, -0.181], [-0.350, 0.575, 0.335], [0.261, -1.562, 0.273], [0.137, -0.122, 0.082], [-0.056, 0.025, -0.282], [0.106, 0.046, -0.367], [0.024, -0.176, -0.016], [-0.186, -0.038, 0.054], [0.060, -0.080, 0.047], [-0.046, 0.057, 0.043], [-0.055, 0.084, -0.058], [0.127, 0.288, 0.014], [-0.021, -0.015, -0.026], [-0.033, -0.046, -0.011], [0.013, -0.019, 0.051], [0.056, -0.007, 0.086], [0.026, 0.001, -0.061], [-0.019, 0.025, -0.024], [0.057, 0.111, -0.042], [-0.029, -0.002, 0.012], [-0.066, -0.007, 0.066], [-0.044, 0.023, -0.158], [-0.010, -0.022, -0.023], [-0.014, 0.034, -0.098], [0.037, 0.025, 0.064], [0.048, -0.045, 0.190], [0.005, -0.042, 0.064], [-0.026, 0.009, -0.015], [-0.021, 0.027, -0.100], [0.014, -0.005, 0.111], [-0.021, -0.016, 0.014], [-0.002, -0.006, 0.015], [-0.014, 0.004, -0.039], [-0.033, 0.002, -0.015], [0.003, -0.009, 0.003], [0.054, -0.005, -0.018], [-0.016, -0.004, 0.005], [0.022, 0.002, -0.010], [0.168, -0.008, 0.109], [-0.006, 0.037, 0.075], [-0.029, 0.011, 0.189], [-0.554, -0.187, -1.330], [-0.010, -0.030, 0.053], [-0.022, -0.011, 0.002], [0.028, 0.078, -0.045], [-0.139, 0.055, -0.197], [-0.003, -0.043, -0.028], [-0.016, -0.003, 0.017], [0.052, -0.035, 0.005], [-0.055, -0.144, -0.006], [-0.146, -0.070, -0.092], [0.007, -0.008, -0.022], [-0.021, 0.007, 0.013], [-0.027, -0.098, -0.010], [0.015, 0.004, 0.001], [0.003, 0.001, -0.128], [0.038, 0.097, -0.415], [0.002, 0.010, 0.060], [0.016, 0.002, 0.011], [-0.005, -0.041, -0.015], [-0.007, 0.008, 0.038], [-0.017, -0.027, 0.018], [0.000, 0.022, -0.020], [-0.025, 0.052, -0.006], [0.011, -0.028, -0.019], [0.007, 0.003, -0.007], [0.042, -0.011, -0.052], [-0.018, -0.001, 0.026], [-0.033, -0.070, 0.046], [0.003, 0.012, -0.016], [0.222, -0.033, 0.182], [-0.004, 0.012, -0.007], [0.013, -0.014, 0.017]], "orbital_gap_ev": 7.95, "charge": 0}

---

Here are the calculated energy numbers, same order: -78465.4468 -58470.9508 -2787491.9948 (eV).
Here are the calculated maximum force numbers, same order: 0.01069 0.00915 0.03125 (hartree/bohr).